# 1
Here is a structure of composition C16H27F12GeNO4P3RuS2 from the Open Molecules 2025 dataset. Energies are from ωB97M-V/def2-TZVPD.

Geometry as ORCA input:
```
! RIJCOSX wB97M-V def2-TZVPD def2/J DEFGRID3
* xyz 2 2
Ru 0.157 -0.126 -0.465
F -3.854 -2.832 -2.238
C -3.675 -1.869 -1.370
F -4.308 -2.110 -0.247
F -4.002 -0.703 -1.870
S -1.848 -1.799 -0.924
O -1.197 -0.823 -1.876
O -1.643 -1.234 0.420
N -1.337 -3.248 -1.022
S -0.116 -3.520 -0.005
O -0.497 -3.947 1.293
O 0.839 -2.388 -0.063
C 0.710 -4.945 -0.858
F 0.896 -4.658 -2.138
F -0.048 -6.006 -0.730
F 1.878 -5.122 -0.263
C 3.484 -0.758 -0.453
P 2.161 -0.411 -1.630
C 2.087 -1.778 -2.799
C 2.639 1.035 -2.576
C 3.790 1.077 -3.360
C 4.072 2.225 -4.082
C 3.214 3.319 -4.028
C 2.070 3.277 -3.248
C 1.784 2.126 -2.518
P 0.369 2.011 -1.411
C -1.084 2.488 -2.352
C 0.725 3.213 -0.116
H 4.410 -0.938 -1.004
H 3.240 -1.644 0.131
H 3.639 0.098 0.204
H 2.899 -1.660 -3.517
H 1.138 -1.764 -3.334
H 2.202 -2.723 -2.277
H 4.462 0.229 -3.417
H 4.962 2.268 -4.694
H 3.441 4.208 -4.600
H 1.414 4.139 -3.216
H -0.793 3.261 -3.064
H -1.859 2.857 -1.686
H -1.461 1.625 -2.900
H 0.787 4.198 -0.587
H 1.696 2.991 0.329
H -0.061 3.228 0.634
F -1.523 1.339 0.303
P -2.961 2.051 1.158
F -3.454 2.511 -0.277
F -2.279 1.492 2.553
F -3.641 0.625 0.962
F -4.175 2.655 1.929
F -2.061 3.355 1.305
C -1.960 0.682 5.766
Ge -1.551 -0.101 4.068
C 0.722 -1.092 3.839
C -2.819 -1.352 3.364
C 0.110 0.263 3.262
H -2.236 -0.084 6.490
H -2.829 1.325 5.602
H -1.143 1.282 6.160
H 0.105 -1.682 4.538
H 1.658 -0.846 4.336
H 0.978 -1.750 3.010
H -3.329 -1.837 4.196
H -2.358 -2.107 2.731
H -3.531 -0.777 2.775
H 0.776 1.012 3.673
H 0.123 0.169 2.182
*
```

Calculated values
**E_HOMO (spin up / spin down)**: -15.8 / -15.8 eV
**LUMO (spin up / spin down)**: -8.05 / -7.98 eV
**Orbital gap (spin up / spin down)**: 7.7 / 7.8 eV

Results of the Löwdin charge analysis, in e, for atoms 1 through 2:
1. Ru 0.999
2. F 0.209

---

# 2
Here is a structure of composition C14H26Br8Cl6O4Sr2 from the Open Molecules 2025 dataset. Energies are from ωB97M-V/def2-TZVPD.

Geometry as ORCA input:
```
! RIJCOSX wB97M-V def2-TZVPD def2/J DEFGRID3
* xyz 0 1
Sr -4.137 -1.035 1.752
Sr -2.505 2.137 0.229
O -3.867 2.825 2.331
C -3.763 2.002 3.441
C -5.049 1.281 4.006
O -5.757 0.477 3.136
H -3.239 2.471 4.289
H -3.143 1.130 3.116
H -5.651 2.129 4.370
H -4.612 0.706 4.842
O -0.594 1.446 -1.167
C -0.189 0.129 -0.906
C -1.053 -0.841 0.004
O -1.926 -0.293 0.972
H 0.868 0.120 -0.583
H -0.102 -0.404 -1.877
H -0.298 -1.493 0.468
H -1.579 -1.489 -0.713
Br -0.434 4.081 2.665
C 1.458 4.091 2.192
C 1.984 2.692 2.070
Br 3.917 2.795 1.962
H 2.015 4.676 2.928
H 1.605 4.725 1.317
H 1.618 2.246 1.147
H 1.714 2.123 2.947
Br -2.144 -3.263 -3.263
C -2.227 -1.469 -3.971
C -3.506 -0.812 -3.529
Br -3.470 1.034 -4.241
H -2.182 -1.487 -5.058
H -1.334 -0.952 -3.639
H -3.589 -0.666 -2.457
H -4.390 -1.313 -3.908
Br 2.316 -1.330 3.525
C 0.539 -2.072 3.779
C -0.493 -1.030 4.163
Br -2.247 -1.814 4.368
H 0.597 -2.913 4.460
H 0.293 -2.445 2.786
H -0.494 -0.172 3.492
H -0.229 -0.564 5.115
Br 3.729 -2.286 0.272
C 4.036 -0.748 -0.929
C 5.372 -0.947 -1.608
Br 5.738 0.652 -2.725
H 4.072 0.143 -0.314
H 3.238 -0.663 -1.656
H 5.396 -1.781 -2.301
H 6.232 -1.013 -0.952
C 1.754 1.634 -4.164
Cl 2.640 0.102 -4.322
Cl 0.684 1.824 -5.574
Cl 2.834 2.986 -3.993
H 1.125 1.526 -3.291
C 1.661 -3.649 -3.015
Cl 1.227 -4.360 -1.444
Cl 0.983 -4.657 -4.297
Cl 3.415 -3.525 -3.197
H 1.144 -2.697 -3.050
*
```

Calculated values
**E_HOMO**: -7.0 eV
**LUMO**: -1.69 eV
**Orbital gap**: 5.3 eV

Results of the Löwdin charge analysis, in e, for atoms 1 through 2:
1. Sr 1.434
2. Sr 1.447

---

# 3
Here is the ion C6H10NO with charge -1 from the Open Molecules 2025 dataset. Energies are from ωB97M-V/def2-TZVPD.

Geometry as ORCA input:
```
! RIJCOSX wB97M-V def2-TZVPD def2/J DEFGRID3
* xyz -1 1
C -2.687 -0.420 0.221
O -2.939 0.117 -1.019
C -1.127 -0.648 0.413
C -0.437 0.569 -0.231
C 0.823 1.001 0.417
C 1.776 -0.078 0.684
N 2.142 -1.140 -0.074
C 2.477 -0.084 -0.914
H -2.976 0.189 1.114
H -3.303 -1.372 0.209
H -0.539 -0.751 1.364
H -0.821 -1.633 -0.010
H -1.140 1.389 -0.051
H -0.344 0.331 -1.316
H 1.250 2.006 0.376
H 2.323 0.026 1.632
H 1.993 0.339 -1.784
H 3.529 0.158 -1.030
*
```

Calculated values
**E_HOMO**: -2.4 eV
**LUMO**: 2.81 eV
**Orbital gap**: 5.2 eV

Results of the natural (NBO) charge analysis, in e, for atoms 1 through 2:
1. C -0.035
2. O -0.965

---

# 4
Here is a cluster of 4 separate species, C12H16Cl7FO3 in total from the Open Molecules 2025 dataset. Energies are from ωB97M-V/def2-TZVPD.

Geometry as ORCA input:
```
! RIJCOSX wB97M-V def2-TZVPD def2/J DEFGRID3
* xyz 0 1
C 2.112 -0.247 -1.092
C 1.183 -1.037 -2.175
F 1.382 -0.388 -3.456
C -0.333 -0.833 -1.636
C -1.112 0.330 -1.904
Cl -0.758 1.837 -2.834
C -2.444 -0.019 -1.092
O -3.200 0.900 -0.705
O -2.515 -1.433 -0.895
C -1.138 -1.851 -0.714
O -0.684 -2.756 0.018
H 3.198 -0.591 -1.103
H 1.968 0.871 -1.303
H 1.591 -0.432 -0.074
H 1.467 -2.157 -2.221
Cl -0.362 3.360 1.298
C -2.116 3.652 1.177
C -2.737 3.972 2.522
Cl -2.745 2.564 3.612
H -2.575 2.773 0.722
H -2.250 4.496 0.496
H -3.778 4.274 2.387
H -2.210 4.786 3.024
Cl 5.740 4.206 -0.542
C 4.228 4.452 0.367
C 3.899 3.272 1.260
Cl 3.450 1.824 0.324
H 3.429 4.647 -0.351
H 4.366 5.349 0.974
H 3.044 3.515 1.895
H 4.739 3.011 1.906
Cl -0.432 -7.575 -1.150
C -1.416 -6.226 -0.529
C -2.265 -6.634 0.657
Cl -3.566 -7.762 0.197
H -2.028 -5.847 -1.350
H -0.720 -5.438 -0.233
H -2.747 -5.754 1.088
H -1.666 -7.109 1.435
*
```

Calculated values
**E_HOMO**: -10.7 eV
**SMILES**: C[C@H](F)C1=C(Cl)C(=O)OC1=O.ClCCCl.ClCCCl.ClCCCl
**LUMO**: -1.50 eV
**Orbital gap**: 9.2 eV

Results of the natural (NBO) charge analysis, in e, for atoms 1 through 2:
1. C -0.663
2. C 0.187

---

# 5
Here is a cluster of 2 separate species, CH9N2OSi in total from the Open Molecules 2025 dataset. Energies are from ωB97M-V/def2-TZVPD.

Geometry as ORCA input:
```
! RIJCOSX wB97M-V def2-TZVPD def2/J DEFGRID3
* xyz 1 1
C 0.555 -0.109 0.795
N -0.046 2.132 -0.007
N 1.576 -0.057 -0.048
O -0.618 -0.637 0.551
Si -1.211 -2.161 -0.175
H 0.679 0.270 1.851
H 0.557 2.527 -0.747
H -0.291 2.938 0.679
H 1.682 -0.450 -0.972
H -0.923 1.981 -0.534
H 2.224 0.700 0.143
H -0.149 -3.147 -0.261
H -2.549 -2.166 0.378
H -1.484 -1.821 -1.653
*
```

Calculated values
**E_HOMO**: -14.7 eV
**LUMO**: -3.91 eV
**Orbital gap**: 10.8 eV

Results of the natural (NBO) charge analysis, in e, for atoms 1 through 2:
1. C 0.639
2. N -1.097

---

# 6
Here is the molecule C4H7Cl2P from the Open Molecules 2025 dataset. Energies are from ωB97M-V/def2-TZVPD.

Geometry as ORCA input:
```
! RIJCOSX wB97M-V def2-TZVPD def2/J DEFGRID3
* xyz 0 1
C -0.211 1.964 0.208
C -0.168 0.708 -0.213
C 0.255 -1.719 -0.320
C 0.866 -0.339 0.102
P 2.448 0.087 -0.721
Cl 3.215 1.818 0.122
Cl 3.387 -1.275 0.354
H -0.913 2.740 -0.191
H 0.466 2.381 1.024
H -0.840 0.384 -0.975
H 0.918 -2.254 -1.087
H -0.697 -1.688 -0.723
H 0.261 -2.529 0.553
H 0.952 -0.390 1.234
*
```

Calculated values
**E_HOMO**: -9.3 eV
**SMILES**: C=C[C@@H](C)P(Cl)Cl
**LUMO**: 0.76 eV
**Orbital gap**: 10.1 eV

Results of the natural (NBO) charge analysis, in e, for atoms 1 through 2:
1. C -0.375
2. C -0.207

---

# 7
Here is the molecule C4H6N2S from the Open Molecules 2025 dataset. Energies are from ωB97M-V/def2-TZVPD.

Geometry as ORCA input:
```
! RIJCOSX wB97M-V def2-TZVPD def2/J DEFGRID3
* xyz 0 1
C -1.144 0.202 0.023
C 1.021 1.442 -0.119
C 1.905 0.450 0.006
C 1.447 -0.931 0.367
H -2.937 -0.525 0.331
H -0.915 2.226 0.031
H 1.330 2.459 -0.375
H 2.939 0.584 -0.233
H 2.094 -1.656 -0.109
H 1.536 -1.072 1.445
N -2.408 0.330 0.190
N -0.369 1.364 -0.010
S -0.249 -1.303 -0.251
*
```

Calculated values
**E_HOMO**: -8.4 eV
**SMILES**: [H]/N=C1/NC=CCS1
**LUMO**: 0.74 eV
**Orbital gap**: 9.2 eV

Results of the natural (NBO) charge analysis, in e, for atoms 1 through 2:
1. C 0.290
2. C 0.017

---

# 8
Here is a structure of composition C15H45AlIN2O9S6 from the Open Molecules 2025 dataset. Energies are from ωB97M-V/def2-TZVPD.

Geometry as ORCA input:
```
! RIJCOSX wB97M-V def2-TZVPD def2/J DEFGRID3
* xyz -1 1
C -4.165 1.656 -1.123
C -4.039 2.258 0.261
O -4.097 1.331 1.311
C -3.059 0.336 1.299
Al -2.405 -0.151 3.115
N -3.607 -1.046 4.182
I -0.384 -1.786 2.690
O -1.708 1.267 4.069
N -0.888 2.121 3.426
O -1.428 3.006 2.838
H -5.084 1.090 -1.246
H -3.322 1.002 -1.355
H -4.149 2.462 -1.860
H -4.879 2.938 0.413
H -3.121 2.854 0.331
H -2.206 0.647 0.687
H -3.449 -0.577 0.832
H -3.299 -0.941 5.144
H -4.541 -0.654 4.129
C 3.552 -1.312 3.421
S 3.364 -0.275 1.968
O 3.261 -1.189 0.798
C 5.060 0.321 1.956
H 2.600 -1.817 3.577
H 4.346 -2.038 3.244
H 3.783 -0.683 4.281
H 5.740 -0.529 1.893
H 5.263 0.908 2.852
H 5.187 0.950 1.078
C -8.370 0.238 -2.917
S -8.744 1.412 -1.609
O -7.457 2.020 -1.199
C -9.146 0.182 -0.361
H -8.019 0.799 -3.781
H -7.587 -0.445 -2.587
H -9.276 -0.309 -3.178
H -8.287 -0.472 -0.213
H -10.019 -0.387 -0.680
H -9.366 0.712 0.563
C 6.298 0.192 -1.984
S 7.764 0.533 -1.012
O 7.372 1.541 0.012
C 8.652 1.429 -2.290
H 5.593 -0.335 -1.342
H 5.862 1.135 -2.315
H 6.578 -0.438 -2.826
H 8.051 2.277 -2.619
H 8.855 0.746 -3.115
H 9.586 1.780 -1.858
C 7.406 -4.068 -4.422
S 8.833 -3.004 -4.185
O 8.396 -1.918 -3.269
C 8.831 -2.309 -5.842
H 7.204 -4.560 -3.474
H 6.548 -3.463 -4.714
H 7.634 -4.813 -5.184
H 7.869 -1.832 -6.033
H 9.020 -3.101 -6.567
H 9.628 -1.570 -5.890
C -1.591 -1.655 9.497
S -1.907 -0.585 8.083
O -2.159 -1.476 6.930
C -0.223 0.011 7.903
H -2.520 -2.172 9.729
H -0.820 -2.380 9.236
H -1.282 -1.049 10.349
H 0.444 -0.838 7.749
H 0.061 0.577 8.791
H -0.207 0.655 7.025
C -3.411 0.787 -4.590
S -5.074 1.353 -4.945
O -5.811 0.208 -5.548
C -4.624 2.445 -6.301
H -3.479 0.056 -3.787
H -2.987 0.328 -5.483
H -2.807 1.631 -4.258
H -4.120 1.870 -7.079
H -3.977 3.236 -5.924
H -5.542 2.876 -6.694
*
```

Calculated values
**E_HOMO**: -4.8 eV
**LUMO**: 1.51 eV
**Orbital gap**: 6.3 eV

Results of the Löwdin charge analysis, in e, for atoms 1 through 2:
1. C -0.107
2. C -0.307

---

# 9
Here is a cluster of 5 separate species, C43H95N4O21P4S2 in total from the Open Molecules 2025 dataset. Energies are from ωB97M-V/def2-TZVPD.

Geometry as ORCA input:
```
! RIJCOSX wB97M-V def2-TZVPD def2/J DEFGRID3
* xyz 1 1
C -6.381 2.329 -5.264
O -6.927 1.515 -4.199
C -5.936 0.615 -3.659
C -4.746 1.360 -2.887
C -3.700 0.337 -2.195
C -2.955 -0.591 -3.294
C -1.997 -1.670 -2.561
C -0.440 -1.466 -2.868
C 0.274 -0.406 -1.868
C -0.141 1.117 -2.209
C 1.129 2.093 -2.398
C 0.755 3.233 -3.497
N 1.805 3.389 -4.553
N 2.703 2.473 -4.985
N 3.509 2.936 -5.947
N 3.241 4.225 -6.262
C 2.145 4.498 -5.377
S 1.279 6.142 -5.375
C -0.393 5.712 -6.087
C -0.459 5.752 -7.672
O -1.494 6.216 -8.181
O 0.569 5.354 -8.553
C 0.625 3.918 -8.732
C -0.322 3.378 -9.919
C -1.896 3.406 -9.509
O 0.005 1.947 -10.045
C -0.153 1.508 -11.384
O 0.878 1.126 -11.967
C -1.521 1.415 -12.185
S -2.708 0.159 -11.440
H -6.016 3.320 -4.838
H -5.458 1.823 -5.728
H -7.152 2.472 -6.085
H -6.436 -0.158 -2.972
H -5.471 0.034 -4.529
H -4.108 2.006 -3.594
H -5.113 2.079 -2.073
H -2.890 0.976 -1.704
H -4.268 -0.276 -1.418
H -2.388 0.086 -4.020
H -3.759 -1.117 -3.910
H -2.318 -2.688 -2.979
H -2.221 -1.719 -1.434
H -0.280 -1.052 -3.929
H 0.114 -2.457 -2.790
H 0.076 -0.675 -0.782
H 1.407 -0.482 -2.047
H -0.790 1.540 -1.379
H -0.666 1.077 -3.225
H 2.017 1.459 -2.723
H 1.371 2.609 -1.409
H 0.682 4.227 -2.931
H -0.282 3.056 -3.953
H 2.821 1.496 -4.692
H -1.148 6.436 -5.620
H -0.640 4.662 -5.701
H 1.695 3.688 -9.088
H 0.487 3.307 -7.778
H -0.157 3.937 -10.900
H -2.458 2.498 -9.888
H -1.912 3.341 -8.360
H -2.328 4.389 -9.888
H -1.284 0.999 -13.227
H -2.032 2.416 -12.362
H -3.781 0.957 -11.046
O 1.151 -5.906 1.531
P 0.625 -4.561 2.036
O -0.936 -5.103 2.261
C -1.193 -6.323 2.953
C -1.225 -6.138 4.458
O 0.402 -3.894 0.536
C 1.084 -4.404 -0.602
C 0.265 -5.484 -1.288
O 0.116 -3.038 2.595
C -0.675 -2.804 3.743
C 0.157 -2.796 5.008
H -0.470 -7.097 2.690
H -2.171 -6.677 2.617
H -0.272 -5.746 4.824
H -1.423 -7.086 4.962
H -2.008 -5.435 4.752
H 2.079 -4.763 -0.331
H 1.232 -3.571 -1.295
H -0.091 -6.241 -0.588
H 0.854 -5.977 -2.066
H -0.623 -5.046 -1.752
H -1.517 -3.490 3.806
H -1.120 -1.812 3.616
H 0.768 -3.696 5.090
H -0.486 -2.718 5.889
H 0.841 -1.945 5.007
O -5.030 -1.080 5.292
P -4.837 0.329 4.738
O -6.453 0.738 4.729
C -7.278 0.476 5.861
C -7.185 1.571 6.908
O -4.690 -0.100 3.146
C -4.365 -1.436 2.780
C -5.622 -2.266 2.580
O -4.464 1.895 4.188
C -4.998 3.099 4.708
C -4.257 3.547 5.953
H -7.050 -0.490 6.313
H -8.307 0.419 5.496
H -6.159 1.682 7.267
H -7.826 1.345 7.763
H -7.501 2.534 6.500
H -3.695 -1.887 3.514
H -3.812 -1.392 1.837
H -6.316 -2.174 3.416
H -5.368 -3.321 2.451
H -6.159 -1.928 1.690
H -6.073 3.037 4.863
H -4.861 3.860 3.932
H -4.204 2.747 6.696
H -4.749 4.420 6.397
H -3.174 3.836 5.696
O 9.036 -6.475 -0.779
P 7.803 -5.913 -0.079
O 7.334 -4.912 -1.331
C 7.293 -5.393 -2.670
C 5.994 -6.110 -2.988
O 8.589 -4.788 0.843
C 9.988 -4.895 1.090
C 10.784 -4.149 0.032
O 6.422 -5.429 0.788
C 5.113 -5.345 0.266
C 4.420 -6.692 0.257
H 8.140 -6.044 -2.893
H 7.386 -4.520 -3.323
H 5.850 -6.968 -2.326
H 5.990 -6.468 -4.019
H 5.136 -5.445 -2.862
H 10.291 -5.941 1.160
H 10.182 -4.447 2.067
H 10.474 -4.411 -0.981
H 11.851 -4.361 0.135
H 10.633 -3.072 0.136
H 5.092 -4.864 -0.710
H 4.556 -4.676 0.930
H 5.027 -7.450 -0.240
H 3.451 -6.621 -0.244
H 4.251 -7.038 1.279
O 0.875 2.805 7.446
P 1.725 3.962 6.926
O 1.348 5.023 8.156
C 1.388 4.605 9.518
C 2.784 4.690 10.108
O 0.647 4.511 5.799
C -0.405 3.675 5.329
C -1.659 3.844 6.174
O 2.769 5.133 6.272
C 3.711 5.895 7.001
C 4.997 5.129 7.230
H 0.994 3.595 9.644
H 0.726 5.273 10.074
H 3.483 4.062 9.550
H 2.785 4.364 11.150
H 3.162 5.714 10.078
H -0.084 2.632 5.290
H -0.624 3.973 4.300
H -1.449 3.763 7.244
H -2.373 3.097 5.910
H -2.091 4.834 6.016
H 3.292 6.286 7.925
H 3.937 6.775 6.391
H 4.806 4.151 7.674
H 5.669 5.694 7.882
H 5.509 4.954 6.281
*
```

Calculated values
**E_HOMO**: -11.1 eV
**LUMO**: -4.78 eV
**Orbital gap**: 6.4 eV

Results of the Löwdin charge analysis, in e, for atoms 1 through 2:
1. C -0.122
2. O -0.220

---

Number 1: strongest force on any atom 0.04422 Eh/bohr. Number 2: strongest force on any atom 0.04642 Eh/bohr. Number 3: strongest force on any atom 0.07008 Eh/bohr. Number 4: strongest force on any atom 0.11154 Eh/bohr. Number 5: strongest force on any atom 0.06033 Eh/bohr. Number 6: strongest force on any atom 0.10038 Eh/bohr. Number 7: strongest force on any atom 0.02397 Eh/bohr. Number 8: strongest force on any atom 0.01440 Eh/bohr. Number 9: strongest force on any atom 0.17912 Eh/bohr.